Density functional theory data (the ωB97M-V functional and the def2-TZVPD basis) for C23H54BaCu2N4O9 as an isolated structure at a distorted geometry.

XYZ file:
```
93
Properties=species:S:1:pos:R:3:forces:R:3
H -5.364 -4.347 2.994 0.431 -0.080 0.468
C 3.586 2.441 2.441 -0.104 -0.503 -0.188
C -4.151 -1.003 1.358 -0.041 0.762 -1.134
C 2.365 -1.813 -0.592 -0.557 -0.147 0.746
O 4.160 5.648 -1.813 -0.131 -0.088 -0.209
H 2.430 -2.797 -3.164 -0.017 0.231 -0.119
C -5.235 -2.110 4.271 0.071 0.009 -0.158
H 6.221 -2.599 -1.865 -0.440 -0.256 -0.374
H 0.136 3.298 -3.059 -0.024 -0.093 0.157
C 0.530 -3.660 -3.327 -0.085 -0.326 -0.116
H -5.636 -2.955 4.830 0.016 0.076 0.108
C 0.361 5.398 -2.538 0.546 0.259 -0.247
C 1.458 -2.661 -2.674 0.005 -0.010 0.202
H 0.435 -3.395 -4.387 -0.095 -0.057 -0.096
H 1.909 6.007 -1.147 -0.524 0.722 -0.785
H 2.244 -1.962 0.490 0.484 -0.244 0.051
H 3.388 0.370 1.726 -0.429 0.187 0.108
H 5.862 6.688 -2.314 -0.506 0.134 -0.054
C 5.790 -3.059 -0.971 0.634 0.741 1.048
H 2.529 2.722 2.491 0.069 0.115 0.069
O 0.021 0.123 1.051 0.523 0.446 -0.377
C -3.084 -0.300 0.494 0.914 -0.526 0.784
H -2.608 -2.652 5.032 -0.057 0.159 -0.107
H -3.823 -4.347 2.118 0.039 -0.012 0.037
H -5.581 0.465 0.616 -0.124 -0.344 -0.100
C -1.871 2.637 -1.605 0.304 -0.400 0.088
H -2.527 2.529 -2.471 -0.112 0.048 0.104
H 5.634 6.498 -0.589 -0.172 -0.194 0.131
H -2.418 2.528 -0.669 -0.203 0.194 -0.138
Cu -0.926 -1.666 2.235 -1.254 0.862 0.106
H -6.422 -2.871 1.469 0.070 0.005 0.314
H 4.333 3.629 -1.247 0.273 0.173 0.141
H 3.924 -1.373 -2.004 0.221 0.055 -0.057
C 0.224 -5.998 -3.460 -0.593 -0.007 -0.591
H -4.936 -1.338 4.982 0.125 0.007 -0.019
N 1.580 -2.868 -1.226 0.376 -0.199 -0.522
Ba -2.395 1.916 4.451 0.141 -2.329 -1.674
H -0.476 -3.701 -2.894 -0.011 0.362 0.191
N -0.034 1.326 1.325 -0.535 -0.355 0.801
H -5.352 -1.770 -0.268 0.133 0.347 0.051
H 6.206 -2.464 -0.143 0.088 -0.082 0.014
H -5.556 -4.076 0.566 -0.104 0.000 0.043
C 3.708 4.514 -1.104 -0.470 0.217 -0.458
C 3.841 -1.744 -0.976 -0.546 0.340 0.027
O -1.232 3.904 -1.607 0.121 0.038 0.685
C 3.797 1.338 1.406 0.301 -0.422 0.673
H -2.242 -1.000 0.389 -0.076 -0.079 -0.225
Cu 0.021 4.598 0.309 0.682 -0.536 -1.460
H 2.384 1.589 0.071 -0.066 -0.095 0.195
O 1.108 -4.943 -3.193 0.505 -0.067 0.335
H -0.141 -5.944 -4.493 -0.034 0.029 -0.040
N -3.507 -1.549 2.537 1.353 -0.920 -0.604
H -3.344 -4.197 4.641 -0.210 0.094 0.030
O 3.341 1.668 0.112 0.419 0.116 -0.256
H -1.195 4.310 -3.619 0.095 0.229 -0.064
H -6.041 -1.714 3.653 -0.065 -0.027 0.094
O 4.389 -3.026 -0.859 -0.194 -0.402 -0.314
H 4.202 3.305 2.199 -0.134 0.095 -0.026
C 2.355 4.161 -1.717 0.770 -0.497 0.499
C -2.993 -3.257 4.212 0.266 -0.101 0.069
H 2.577 3.973 -2.771 -0.390 0.362 -0.188
H 2.156 -3.708 -1.175 -0.319 -0.111 0.453
N 1.360 5.223 -1.474 -0.603 -1.733 1.920
H 0.706 -6.967 -3.355 0.343 0.187 0.210
H 4.334 -1.032 -0.305 0.170 0.044 -0.063
O 0.452 2.219 0.600 -0.443 -0.489 0.346
H -3.860 -2.592 -0.119 0.313 -0.014 0.409
H -4.947 0.921 2.127 0.261 -0.185 0.276
H 0.944 5.643 -3.430 -0.555 0.182 -0.351
O -2.770 -0.608 3.275 0.800 1.905 1.042
H -3.402 -0.062 -0.519 -0.296 0.178 0.119
H 4.867 1.115 1.396 0.028 0.271 -0.591
H 3.649 4.763 -0.037 -0.073 -0.255 0.134
H 3.906 2.060 3.413 -0.073 0.121 0.059
H 2.069 3.201 -1.286 -0.326 0.105 -0.070
H 1.115 -1.636 -2.836 -0.089 -0.058 -0.211
O -0.623 1.641 2.411 -0.195 0.897 0.294
C -5.415 -3.230 1.241 0.274 0.105 -0.265
H -0.308 6.202 -2.236 0.094 0.214 -0.286
H -1.125 1.834 -1.617 0.009 0.035 -0.162
H 1.845 -0.858 -0.714 0.287 0.114 -0.527
H 6.154 -4.072 -0.826 -0.226 -0.123 -0.283
C -4.656 -2.150 0.486 -0.790 -0.452 -0.430
C -0.494 4.154 -2.796 0.566 0.351 0.323
C -4.084 -2.600 3.372 -0.952 -0.385 0.249
H -6.134 -0.372 2.092 -0.077 0.013 -0.171
H 6.189 5.158 -1.639 -0.294 -0.257 0.273
C -5.270 0.032 1.567 -0.115 0.264 0.469
H -2.164 -3.560 3.559 0.135 0.147 -0.058
H -2.640 0.549 1.022 -0.335 0.264 -0.217
H -0.656 -5.975 -2.808 0.038 0.062 0.141
C 5.492 5.999 -1.553 1.146 0.329 -0.184
C -4.647 -3.719 2.462 -0.373 0.259 -0.516
```
Positions in Å, forces in eV/Å.

Results
LUMO energy, eV: -6.9680
Kohn-Sham gap, eV: 5.2
ΔE to the lowest compared entry with this formula, charge and spin, kcal/mol: 0.0
Net charge: +2

Löwdin charges, unit e, in atom order:
1 H 0.127
2 C -0.072
3 C -0.512
4 C -0.228
5 O -0.187
6 H 0.124
7 C -0.015
8 H 0.093
9 H 0.129
10 C -0.233
11 H 0.095
12 C -0.154
13 C -0.210
14 H 0.125
15 H 0.118
16 H 0.103
17 H 0.106
18 H 0.094
19 C -0.099
20 H 0.052
21 O 0.024
22 C -0.046
23 H 0.077
24 H 0.124
25 H 0.093
26 C -0.085
27 H 0.107
28 H 0.092
29 H 0.081
30 Cu 0.583
31 H 0.116
32 H 0.126
33 H 0.126
34 C -0.114
35 H 0.069
36 N -0.049
37 Ba 1.881
38 H 0.116
39 N -0.500
40 H 0.128
41 H 0.087
42 H 0.122
43 C -0.220
44 C -0.232
45 O -0.237
46 C -0.316
47 H 0.071
48 Cu 0.583
49 H 0.033
50 O -0.188
51 H 0.090
52 N -0.185
53 H 0.101
54 O -0.084
55 H 0.141
56 H 0.068
57 O -0.182
58 H 0.074
59 C -0.181
60 C -0.036
61 H 0.141
62 H 0.104
63 N -0.067
64 H 0.090
65 H 0.107
66 O -0.016
67 H 0.125
68 H 0.053
69 H 0.138
70 O -0.469
71 H 0.101
72 H 0.119
73 H 0.126
74 H 0.079
75 H 0.091
76 H 0.119
77 O -0.288
78 C -0.168
79 H 0.129
80 H 0.094
81 H 0.093
82 H 0.093
83 C -0.138
84 C -0.182
85 C -0.514
86 H 0.075
87 H 0.095
88 C -0.020
89 H 0.076
90 H 0.047
91 H 0.085
92 C -0.104
93 C -0.126


Density functional theory data (the ωB97M-V functional and the def2-TZVPD basis) for a 2-piece molecular cluster, C3ClF8N overall at a distorted geometry.

XYZ file:
```
13
Properties=species:S:1:pos:R:3:forces:R:3
N -0.403 -0.133 1.284 1.275 -1.940 -0.072
F 0.131 -0.904 -2.238 0.363 0.301 1.153
F -1.581 -0.797 1.398 -0.664 0.284 0.041
F 1.190 1.659 -1.302 -0.039 -0.884 1.024
C 0.090 0.093 0.034 -1.258 -0.571 -1.108
F -0.139 -2.100 -0.437 -0.453 -1.086 -0.452
Cl -3.903 -1.397 -0.271 0.041 0.025 -0.002
C 0.458 -1.034 -0.945 -0.031 0.025 1.763
F -0.374 0.882 2.157 -0.640 -0.173 0.073
F 1.876 1.313 0.763 0.985 -0.032 0.044
F 0.055 2.350 0.395 -0.141 0.317 -0.343
F 1.790 -1.246 -0.813 -0.257 0.193 -0.822
C 0.809 1.314 -0.025 0.817 3.542 -1.300
```
Positions in Å, forces in eV/Å.

Results
LUMO energy (spin up / spin down), eV: -4.0872 / -1.8612
Kohn-Sham gap (spin up / spin down), eV: 5.7 / 10.5
Net charge: 0

Löwdin charges, unit e, in atom order:
1 N -0.027
2 F 0.182
3 F 0.029
4 F 0.143
5 C 0.017
6 F 0.157
7 Cl 0.052
8 C -0.551
9 F 0.120
10 F 0.181
11 F 0.143
12 F 0.156
13 C -0.603


Density functional theory data (the ωB97M-V functional and the def2-TZVPD basis) for an isolated ion of composition C4H11N2O and charge +1 at a distorted geometry.

XYZ file:
```
18
Properties=species:S:1:pos:R:3:forces:R:3
H 2.695 -0.615 1.891 -0.177 -0.381 -0.255
H 0.683 1.197 -0.586 -0.112 0.074 0.046
H 1.117 -0.226 -1.565 -0.142 0.161 -0.162
C 0.593 0.122 -0.675 0.284 -0.544 0.488
C -1.823 1.968 -0.559 0.021 0.428 -0.207
O 0.684 -1.776 0.706 -0.201 0.214 0.448
H -1.730 2.071 -1.649 0.019 -0.296 0.168
C 1.199 -0.697 0.481 0.178 -0.130 -0.469
H -2.757 2.468 -0.310 -0.010 -0.057 0.169
H -0.797 -1.308 -0.445 -0.217 -0.062 0.269
N -0.832 -0.323 -0.751 0.339 1.198 -1.121
H -1.019 2.537 -0.097 0.006 0.080 -0.014
N 2.288 -0.195 1.065 0.407 0.228 0.468
H -2.804 0.050 -0.239 -0.033 0.100 -0.054
C -1.854 0.550 -0.053 -0.013 -0.748 0.281
H 2.824 0.568 0.687 -0.343 0.177 -0.087
H -1.091 -0.244 -1.734 -0.073 -0.543 -0.071
H -1.662 0.471 1.013 0.068 0.099 0.103
```
Positions in Å, forces in eV/Å.

Results
LUMO energy, eV: -3.1294
Kohn-Sham gap, eV: 11.7
Structure (SMILES): CC[NH2+]CC(N)=O
ΔE to the lowest compared entry with this formula, charge and spin, kcal/mol: 15.0
Net charge: +1

Löwdin charges, unit e, in atom order:
1 H 0.138
2 H 0.124
3 H 0.152
4 C -0.028
5 C -0.067
6 O 0.079
7 H 0.098
8 C -0.509
9 H 0.097
10 H 0.163
11 N 0.042
12 H 0.081
13 N 0.206
14 H 0.137
15 C -0.154
16 H 0.125
17 H 0.177
18 H 0.138


Density functional theory data (the ωB97M-V functional and the def2-TZVPD basis) for C24H22F3MgN2O5P as an isolated structure.

XYZ file:
```
58
Properties=species:S:1:pos:R:3:forces:R:3
H 0.467 2.148 -2.730 0.009 0.003 -0.005
H -2.176 1.253 1.604 -0.004 0.002 -0.002
C -4.242 -0.381 -1.210 0.007 -0.003 -0.008
H 1.321 -5.644 0.901 0.000 0.006 0.006
C -2.975 0.121 -1.488 -0.007 -0.018 -0.010
C -0.206 -4.489 -1.875 0.003 -0.042 0.021
O 1.028 -0.430 -2.476 0.013 -0.035 0.118
H 1.395 5.233 1.514 0.000 0.001 0.001
H -5.756 -0.678 0.279 0.000 -0.001 -0.004
N 1.643 -2.661 2.417 -0.003 0.056 -0.028
O 3.142 -0.254 0.113 -0.069 0.018 -0.118
C 0.524 4.848 1.000 -0.010 0.001 -0.008
C -2.227 0.720 -0.479 0.043 -0.016 0.031
F 3.152 2.003 -1.347 -0.002 -0.020 0.025
C -0.375 1.474 -2.560 -0.057 -0.027 0.028
H 0.545 -1.724 4.539 -0.003 -0.001 -0.003
H -1.266 1.865 -3.050 0.005 0.007 0.001
H -0.816 -1.107 3.574 0.001 -0.004 0.000
C -1.705 3.852 -0.326 -0.003 0.020 0.009
H 0.579 -0.077 3.870 0.011 -0.001 -0.003
P -0.525 1.322 -0.740 0.012 0.116 -0.010
C 0.992 -4.962 0.129 -0.005 -0.041 -0.012
C 0.158 -5.390 -0.893 -0.005 0.023 -0.016
C -0.580 5.660 0.790 0.010 -0.003 0.002
F 5.273 2.270 -1.028 -0.021 0.006 0.015
O -0.661 -0.470 -3.939 0.020 0.023 -0.007
O 0.652 -0.947 1.353 -0.026 0.087 0.112
C 0.267 -1.105 3.689 -0.009 -0.012 0.026
C 1.417 -3.647 0.145 0.040 0.143 -0.009
C -2.756 0.791 0.811 -0.005 0.008 0.001
Mg 1.371 -0.622 -0.550 0.074 0.137 -0.167
H 1.379 2.903 0.713 -0.011 -0.005 -0.005
H -2.559 5.793 -0.035 0.003 0.003 0.001
H -2.579 3.462 -0.835 0.006 0.000 -0.005
H -0.843 -4.777 -2.699 0.004 0.014 -0.008
C 0.268 -3.189 -1.799 0.015 0.027 -0.013
C -4.020 0.297 1.082 -0.011 -0.015 -0.003
C -4.767 -0.292 0.069 0.003 0.007 0.020
H 2.996 -3.954 1.553 -0.008 -0.007 -0.012
C 4.160 1.801 -0.473 0.024 0.040 -0.057
H -4.425 0.371 2.084 -0.002 0.001 -0.001
H 2.979 -2.343 0.838 0.001 0.004 -0.020
C 0.514 3.535 0.549 0.024 0.016 0.007
H -2.577 0.030 -2.492 0.002 0.008 -0.008
C 0.878 -1.562 2.399 -0.021 -0.094 -0.096
C -1.696 5.160 0.128 -0.011 -0.006 -0.002
H 0.031 -2.457 -2.562 -0.004 0.028 0.002
N 1.054 -2.766 -0.803 -0.023 -0.350 0.053
H 1.824 -3.103 3.301 -0.006 -0.011 0.001
H -4.818 -0.841 -2.003 0.002 0.001 0.000
H -0.189 -6.415 -0.926 0.004 -0.001 0.005
F 3.889 2.564 0.611 0.003 -0.003 0.006
O 5.379 -0.149 0.141 0.006 0.041 -0.010
C 4.277 0.311 -0.049 -0.037 -0.106 0.054
H -0.574 6.683 1.143 -0.004 0.001 -0.001
C 2.347 -3.143 1.226 0.001 -0.013 0.086
C -0.597 3.031 -0.121 -0.003 -0.022 -0.007
C 0.008 0.080 -3.076 0.026 0.007 0.029
```
Positions in Å, forces in eV/Å.

Results
LUMO energy, eV: 0.0048
Kohn-Sham gap, eV: 8.7
ΔE to the lowest compared entry with this formula, charge and spin, kcal/mol: 3.7
Net charge: 0

Löwdin charges, unit e, in atom order:
1 H 0.099
2 H 0.107
3 C -0.076
4 H 0.116
5 C -0.068
6 C -0.029
7 O -0.155
8 H 0.106
9 H 0.101
10 N 0.111
11 O -0.087
12 C -0.075
13 C -0.357
14 F 0.125
15 C -0.224
16 H 0.081
17 H 0.095
18 H 0.094
19 C -0.084
20 H 0.099
21 P 1.074
22 C -0.013
23 C -0.046
24 C -0.084
25 F 0.163
26 O 0.028
27 O -0.026
28 C 0.031
29 C -0.234
30 C -0.105
31 Mg 0.623
32 H 0.086
33 H 0.103
34 H 0.111
35 H 0.114
36 C -0.064
37 C -0.088
38 C -0.091
39 H 0.133
40 C -0.537
41 H 0.101
42 H 0.110
43 C -0.089
44 H 0.092
45 C -0.478
46 C -0.080
47 H 0.103
48 N 0.079
49 H 0.144
50 H 0.105
51 H 0.112
52 F 0.128
53 O 0.109
54 C -0.541
55 H 0.103
56 C -0.077
57 C -0.362
58 C -0.721